(1)
Density functional theory data (ωB97M-V/def2-TZVPD) for F6OsPS3SbSe3Te2 as an isolated structure.

Geometry as ORCA input:
```
! RIJCOSX wB97M-V def2-TZVPD def2/J DEFGRID3
* xyz -2 5
Os -1.3232 0.2182 0.8100
Se -0.3839 2.3558 2.6649
Te -1.1056 4.2629 3.9431
Te -3.7170 2.8025 4.1933
Se -2.8611 1.0230 2.8025
S -4.5055 -2.7383 -2.0838
Sb -2.6000 -3.4206 -1.1251
S -0.9595 -1.5361 -0.8304
S -2.1004 -2.0925 1.0029
Se -0.5580 2.5527 0.3384
F 1.8699 -0.0182 -0.4874
P 2.8739 -0.4875 -1.6713
F 3.8783 -0.9620 -2.8604
F 2.8374 -2.0060 -1.1022
F 4.1499 -0.1609 -0.7237
F 1.5963 -0.8186 -2.6231
F 2.9086 1.0256 -2.2477
*
```

Values from the calculation:
HOMO-LUMO gap (alpha / beta)   5.3 / 5.4 eV
LUMO (alpha / beta)   3.46 / 3.29 eV

Löwdin population analysis, charges in e, atoms 1 to 5: 0.3211 -0.4656 0.0993 0.0168 -0.4355

---

(2)
Density functional theory data (ωB97M-V/def2-TZVPD) for F7NaO2P2 as an isolated structure.

Geometry as ORCA input:
```
! RIJCOSX wB97M-V def2-TZVPD def2/J DEFGRID3
* xyz 0 1
P -0.7189 -0.9764 0.8714
F -1.6125 -0.1688 1.9141
F -0.7193 -2.2743 -0.0796
F -1.9593 -0.5884 -0.1842
O 0.6655 -0.2959 0.7025
F -0.2341 -1.9273 2.0826
P 1.1719 0.8691 -0.5620
F 1.9127 1.8468 -1.6381
O -0.2274 1.4619 -0.5701
F 2.2539 1.3043 0.5115
Na -2.1619 1.1442 -1.6387
F 1.6291 -0.3952 -1.4093
*
```

Values from the calculation:
HOMO-LUMO gap   9.5 eV
Energy above the lowest of the compared OMol25 structures with the same formula, charge and spin   8.4 kcal/mol
LUMO   -1.31 eV

Löwdin population analysis, charges in e, atoms 1 to 5: 0.4491 -0.1021 -0.1271 -0.2251 -0.2553

---

(3)
Density functional theory data (ωB97M-V/def2-TZVPD) for an isolated molecule of FH11Si6.

Geometry as ORCA input:
```
! RIJCOSX wB97M-V def2-TZVPD def2/J DEFGRID3
* xyz 0 1
F -1.2629 1.6233 -1.5053
Si 0.2591 0.2149 1.7193
Si -1.8076 -0.5626 1.2341
Si 2.0852 0.1646 0.2234
Si -2.2585 -2.7861 0.8703
Si 1.9405 1.4486 -1.6476
Si -0.1399 1.1073 -2.5192
H 0.0090 1.5695 1.6953
H 0.2057 -0.0149 3.1396
H -2.8115 -0.3254 2.3084
H -2.7768 0.0207 0.1969
H 3.4062 0.2589 1.0610
H 2.0997 -1.2843 -0.2653
H -1.2971 -3.6380 1.3761
H -2.5315 -3.3312 -0.4510
H 2.4861 2.8232 -1.1406
H 2.7430 0.5141 -2.5983
H -0.3488 2.1975 -3.6971
*
```

Values from the calculation:
HOMO-LUMO gap (alpha / beta)   8.0 / 5.4 eV
Energy above the lowest of the compared OMol25 structures with the same formula, charge and spin   69.2 kcal/mol
LUMO (alpha / beta)   -0.85 / -2.06 eV

Löwdin population analysis, charges in e, atoms 1 to 5: -0.3510 0.2369 0.1423 0.1899 0.4523

---

(4)
Density functional theory data (ωB97M-V/def2-TZVPD) for FH12NiO6 as an isolated structure.

Geometry as ORCA input:
```
! RIJCOSX wB97M-V def2-TZVPD def2/J DEFGRID3
* xyz 1 3
Ni 9.5739 -19.7792 -9.4365
F 8.3404 -19.7852 -8.0320
O 5.9817 -20.5473 -6.8468
H 6.9028 -20.3279 -7.1610
H 5.3182 -20.8414 -7.4908
O 8.8696 -17.8517 -10.0436
H 8.8241 -17.2867 -9.2595
H 7.9593 -17.8618 -10.3405
O 6.4797 -18.1228 -8.4425
H 7.2632 -18.6485 -8.2695
H 5.8706 -18.8772 -8.6249
O 9.1088 -19.3007 -5.5441
H 8.8246 -19.5673 -6.4102
H 9.2247 -18.3207 -5.5591
O 8.2002 -20.6594 -10.6901
H 7.9594 -20.5677 -11.6409
H 7.8770 -21.5371 -10.4982
O 10.9183 -18.7257 -8.2200
H 10.9694 -17.7893 -7.9821
H 11.3242 -19.2405 -7.5026
*
```

Values from the calculation:
HOMO-LUMO gap (alpha / beta)   8.3 / 7.1 eV
Energy above the lowest of the compared OMol25 structures with the same formula, charge and spin   13.3 kcal/mol
LUMO (alpha / beta)   -5.30 / -6.50 eV

Löwdin population analysis, charges in e, atoms 1 to 5: 0.9665 -0.4110 -0.0748 0.0072 0.0427

---

(5)
Density functional theory data (ωB97M-V/def2-TZVPD) for a 10-piece molecular cluster, FH18O9 overall.

Geometry as ORCA input:
```
! RIJCOSX wB97M-V def2-TZVPD def2/J DEFGRID3
* xyz -1 1
F 9.8610 7.3710 7.7010
O 12.1170 8.8340 8.5320
H 11.3280 8.2730 8.5490
H 12.4940 8.7890 7.6500
O 11.8730 5.7520 8.3330
H 11.9060 5.0630 7.6710
H 11.1800 6.3750 8.0660
O 8.5200 7.0200 10.1610
H 8.8510 7.2140 9.2760
H 9.2730 7.3880 10.6520
O 8.6500 5.3680 6.8830
H 9.0850 6.1890 7.1740
H 8.3280 5.5140 5.9760
O 7.0930 8.1250 7.5180
H 8.0480 7.9250 7.4060
H 6.8920 8.6120 6.7370
O 9.3550 4.2960 9.2990
H 9.1470 4.9570 8.6980
H 9.9170 4.7890 9.9450
O 10.1670 9.1840 5.6630
H 9.9960 8.6910 6.4460
H 9.8850 10.1040 5.9330
O 10.5860 6.3150 4.9470
H 10.4810 6.6950 5.8370
H 11.4810 6.0840 4.8930
O 9.2890 9.9470 8.5250
H 8.4000 10.2180 8.2130
H 9.3200 9.0340 8.2190
*
```

Values from the calculation:
HOMO-LUMO gap   10.0 eV
Energy above the lowest of the compared OMol25 structures with the same formula, charge and spin   11.9 kcal/mol
LUMO   3.15 eV

Löwdin population analysis, charges in e, atoms 1 to 5: -0.4449 -0.0670 -0.0151 0.0321 -0.0659

---

(6)
Density functional theory data (ωB97M-V/def2-TZVPD) for an isolated molecule of FH2NS2.

Geometry as ORCA input:
```
! RIJCOSX wB97M-V def2-TZVPD def2/J DEFGRID3
* xyz 0 1
F -0.2863 0.3409 2.1014
S -0.9836 -0.7078 1.0181
N -0.5878 -0.0665 -0.4526
S 0.8018 -0.4739 -1.4185
H -0.8158 0.8665 -0.7196
H 1.8717 0.0407 -0.5288
*
```

Values from the calculation:
HOMO-LUMO gap   9.8 eV
SMILES   FSNS
Energy above the lowest of the compared OMol25 structures with the same formula, charge and spin   0.0 kcal/mol
LUMO   0.51 eV

Löwdin population analysis, charges in e, atoms 1 to 5: -0.5009 0.8366 -0.8680 0.6072 -0.0001

---

(7)
Density functional theory data (ωB97M-V/def2-TZVPD) for a 2-piece molecular cluster, FH2O2P overall.

Geometry as ORCA input:
```
! RIJCOSX wB97M-V def2-TZVPD def2/J DEFGRID3
* xyz 0 1
O 0.6671 0.8927 0.6844
P -0.6861 1.2788 0.5315
O -1.3928 0.2043 -0.4167
H -0.8588 -0.5786 -0.3693
F 0.9185 -1.2303 -0.5490
H 1.3522 -0.5670 0.1191
*
```

Values from the calculation:
HOMO-LUMO gap   11.0 eV
SMILES   O=PO.F
Energy above the lowest of the compared OMol25 structures with the same formula, charge and spin   26.3 kcal/mol
LUMO   -0.33 eV

Löwdin population analysis, charges in e, atoms 1 to 5: -0.4437 0.7815 -0.2811 -0.0007 -0.1844

---

(8)
Density functional theory data (ωB97M-V/def2-TZVPD) for an isolated molecule of FH2O3PS.

Geometry as ORCA input:
```
! RIJCOSX wB97M-V def2-TZVPD def2/J DEFGRID3
* xyz 0 1
O -1.9238 -1.1537 1.0343
S -0.8235 -0.3753 0.5938
O -0.9145 0.9551 0.2400
F 0.0417 -0.3160 2.1147
O 0.2814 -0.9487 -0.4054
P 1.4182 0.0539 -1.2433
H 0.4851 0.7035 -2.0274
H 1.4354 1.0813 -0.3066
*
```

Values from the calculation:
HOMO-LUMO gap   10.8 eV
SMILES   O=S(=O)(F)OP
Energy above the lowest of the compared OMol25 structures with the same formula, charge and spin   41.4 kcal/mol
LUMO   -0.41 eV

Löwdin population analysis, charges in e, atoms 1 to 5: -0.2056 0.6061 -0.2737 -0.2459 -0.6011

---

(9)
Density functional theory data (ωB97M-V/def2-TZVPD) for a 2-piece molecular cluster, FH3NOP overall.

Geometry as ORCA input:
```
! RIJCOSX wB97M-V def2-TZVPD def2/J DEFGRID3
* xyz 0 1
N 0.0966 -1.0688 -0.2145
O -0.2064 2.0503 0.0038
F 2.0157 0.1230 0.6142
P 1.0993 0.1244 -0.7061
H -0.6598 -1.3538 -0.8180
H -0.1047 -1.1739 0.7714
H 0.4453 2.7369 0.1207
*
```

Values from the calculation:
HOMO-LUMO gap (alpha / beta)   9.2 / 9.2 eV
Energy above the lowest of the compared OMol25 structures with the same formula, charge and spin   48.7 kcal/mol
LUMO (alpha / beta)   -0.07 / -0.07 eV

Löwdin population analysis, charges in e, atoms 1 to 5: -0.1924 -0.4367 -0.3246 0.9372 0.0495

---

(10)
Density functional theory data (ωB97M-V/def2-TZVPD) for an isolated molecule of FH3OP2.

Geometry as ORCA input:
```
! RIJCOSX wB97M-V def2-TZVPD def2/J DEFGRID3
* xyz 0 3
O -0.9923 -0.3736 0.6411
F 2.5103 -0.1939 -1.4256
P 0.5138 0.3311 0.5438
P 1.0797 -0.8734 -1.0926
H -1.5611 -0.0045 -0.0007
H 0.9107 -0.3046 1.6859
H 0.1831 0.2875 -1.8748
*
```

Values from the calculation:
HOMO-LUMO gap (alpha / beta)   6.0 / 7.9 eV
Energy above the lowest of the compared OMol25 structures with the same formula, charge and spin   26.3 kcal/mol
LUMO (alpha / beta)   0.42 / -2.91 eV

Löwdin population analysis, charges in e, atoms 1 to 5: -0.4385 -0.4828 0.5397 0.5559 -0.0181

---

(11)
Density functional theory data (ωB97M-V/def2-TZVPD) for a 2-piece molecular cluster, FH3P2S2 overall.

Geometry as ORCA input:
```
! RIJCOSX wB97M-V def2-TZVPD def2/J DEFGRID3
* xyz 0 1
S 1.8327 1.5698 -2.5539
P 1.5274 -0.3356 -2.7408
S 2.7146 -1.3059 -1.3574
H 2.2697 -0.6079 -0.2778
F -1.6276 1.2736 -0.3212
P -1.0528 -0.2238 -0.0585
H -1.7725 -0.7499 -1.0950
H -2.1750 -0.4812 0.8715
*
```

Values from the calculation:
HOMO-LUMO gap   7.5 eV
SMILES   S=PS.FP
Energy above the lowest of the compared OMol25 structures with the same formula, charge and spin   32.3 kcal/mol
LUMO   -1.67 eV

Löwdin population analysis, charges in e, atoms 1 to 5: 0.0259 -0.0721 0.1977 -0.1989 -0.4767

---

(12)
Density functional theory data (ωB97M-V/def2-TZVPD) for an isolated molecule of FHN2O2S.

Geometry as ORCA input:
```
! RIJCOSX wB97M-V def2-TZVPD def2/J DEFGRID3
* xyz 0 1
O 0.6643 -1.5490 0.4350
N 0.9072 -0.4256 0.1748
O 1.9392 0.1068 -0.1073
N -0.2797 0.4637 0.2281
F 0.2254 1.7194 0.3462
S -1.4293 0.1894 -1.0116
H -2.0270 -0.5047 -0.0653
*
```

Values from the calculation:
HOMO-LUMO gap   10.1 eV
SMILES   O=[N+]([O-])N(F)S
Energy above the lowest of the compared OMol25 structures with the same formula, charge and spin   78.1 kcal/mol
LUMO   -0.26 eV

Löwdin population analysis, charges in e, atoms 1 to 5: 0.1052 -0.4572 0.1162 -0.4386 -0.0496

---

| no. | electronic energy (eV) | largest force on an atom (Eh/bohr) |
| --- | --- | --- |
| 1 | -277737.680 | 0.0443 |
| 2 | -46121.164 | 0.0413 |
| 3 | -50156.548 | 0.0552 |
| 4 | -56233.476 | 0.0434 |
| 5 | -21440.293 | 0.0721 |
| 6 | -25909.045 | 0.0529 |
| 7 | -16134.709 | 0.0967 |
| 8 | -29014.882 | 0.0904 |
| 9 | -15592.061 | 0.0687 |
| 10 | -23387.347 | 0.0705 |
| 11 | -43013.963 | 0.0430 |
| 12 | -20637.589 | 0.0379 |